[1]
Here is C27H28N2SiTa as an isolated structure at a distorted geometry from the Open Molecules 2025 dataset. Energies are from wB97M-V/def2-TZVPD.

Each line ends with the Mulliken charge.
CARTESIAN COORDINATES (ANGSTROEM)
C: -0.00011 1.86913 1.56510  -0.344
C: -0.94913 2.07375 0.51892  -0.493
C: -2.25098 2.01517 1.09841  -0.458
H: -0.69853 2.29692 -0.50414  0.870
C: -2.11734 1.75129 2.48082  -0.437
C: -0.73262 1.65611 2.78334  -0.418
H: -0.30895 1.60321 3.77716  0.526
H: 1.06452 1.97600 1.48754  0.704
H: -3.17327 2.28169 0.58239  0.535
H: -2.93144 1.76421 3.20986  0.583
Ta: -1.25173 0.02708 1.32472  0.745
C: -0.21555 -0.44089 -0.69574  -0.855
H: -1.20036 0.10985 -0.65571  -0.367
H: 0.66079 -0.32726 -0.01718  0.351
H: -0.32197 -1.47368 -1.06800  0.692
Si: 0.72952 0.79726 -2.54921  0.784
C: 2.18357 -0.09126 -3.29522  0.513
C: 3.34387 0.62353 -3.71460  -0.212
H: 3.36663 1.71098 -3.59200  0.340
C: 4.45315 -0.03856 -4.26714  -0.607
H: 5.30825 0.54592 -4.63130  0.389
C: 4.45132 -1.44035 -4.35857  -0.407
H: 5.32858 -1.95376 -4.74054  0.422
C: 3.33384 -2.15822 -3.92265  -0.682
H: 3.32353 -3.25264 -3.99894  0.381
C: 2.22731 -1.48876 -3.37617  -0.321
H: 1.38044 -2.07027 -3.01660  0.285
C: -0.86811 1.17205 -3.50872  0.703
C: -0.74276 1.82678 -4.75942  -0.687
H: 0.12086 1.62827 -5.40267  0.447
C: -1.69834 2.77772 -5.15195  -0.448
H: -1.50699 3.41771 -6.01220  0.415
C: -2.87339 2.92905 -4.41843  -0.503
H: -3.60805 3.68554 -4.70828  0.415
C: -3.11768 2.09197 -3.32677  -0.670
H: -4.07670 2.12490 -2.81291  0.423
C: -2.14178 1.18236 -2.90028  -0.503
H: -2.35246 0.53691 -2.05618  0.542
H: -2.84941 -0.03027 0.71533  0.040
H: 1.27763 2.15264 -2.63422  -0.158
N: -2.33463 -1.58394 2.54885  -0.610
C: -1.51582 -1.75237 3.71889  0.455
C: -2.08382 -2.17861 4.89812  -0.729
C: -1.22339 -2.46368 5.96895  -0.865
C: 0.15995 -2.40559 5.81951  -0.903
C: 0.75949 -2.00514 4.60111  0.613
C: 2.14669 -1.88350 4.40678  -0.421
C: 2.62577 -1.26497 3.26576  -0.922
C: 1.73139 -0.71600 2.34564  0.024
N: 0.39016 -1.00248 2.40989  -0.087
C: -0.11475 -1.62357 3.55237  0.560
H: -2.35861 -2.45429 1.99477  0.349
H: -3.32477 -1.36458 2.71839  0.417
H: -3.17622 -2.29548 4.97571  0.435
H: -1.65870 -2.76489 6.91971  0.436
H: 0.82241 -2.66723 6.64550  0.457
H: 2.82004 -2.25064 5.17051  0.520
H: 3.69082 -1.13430 3.06464  0.418
H: 2.07782 -0.05079 1.52709  0.318

Properties
HOMO energy = -16.15 eV
max |F| = 6.6 eV/Å
energy above the lowest of the compared OMol25 structures with the same formula, charge and spin = 1.069 eV
frontier orbital gap = 4.2 eV
E = -40832.2956 eV
lowest unoccupied orbital energy = -12.00 eV
total charge = +3



[2]
Here is C27H28N5OPSW as an isolated structure at a distorted geometry from the Open Molecules 2025 dataset. Energies are from wB97M-V/def2-TZVPD.

Each line ends with the Mulliken charge.
CARTESIAN COORDINATES (ANGSTROEM)
W: 8.62297 12.75454 9.18216  0.593
C: 5.90993 9.08072 5.40457  -1.131
C: 6.18504 8.92600 6.94029  0.963
C: 5.43481 7.92928 7.58060  -0.742
C: 5.73744 7.40494 8.82021  -0.667
C: 6.91593 7.85419 9.46621  -0.963
C: 7.65862 8.86375 8.87122  -0.700
C: 7.18261 9.49799 7.74978  0.533
P: 7.95362 11.15076 7.61752  1.643
C: 6.70408 12.10254 6.59467  1.766
C: 7.04098 12.37379 5.27512  -0.930
C: 6.46494 13.47592 4.64273  -0.598
C: 5.56886 14.30127 5.31692  -0.668
C: 5.20010 13.97825 6.63428  -1.037
C: 5.80522 12.88676 7.32125  0.495
C: 5.37188 12.55529 8.71181  -1.442
C: 9.53097 10.98461 6.72838  0.275
C: 9.62984 10.14431 5.65297  -0.363
C: 10.84388 10.03024 4.99320  -0.777
C: 11.95863 10.73232 5.40988  -0.863
C: 11.84481 11.51687 6.55156  -0.846
C: 10.60567 11.77899 7.12986  0.434
C: 10.50870 12.85966 8.18969  -1.164
H: 5.08659 8.42224 5.18130  0.466
H: 6.82210 8.90586 4.80454  0.229
H: 5.58939 10.07272 5.15917  0.242
H: 4.67552 7.40147 6.98754  0.302
H: 5.17831 6.57847 9.22855  0.443
H: 7.20919 7.29909 10.35040  0.423
H: 8.57379 9.22378 9.30979  0.536
H: 7.80859 11.81972 4.75988  0.499
H: 6.77914 13.72740 3.59577  0.379
H: 5.25993 15.27557 4.85244  0.401
H: 4.34604 14.49975 7.02184  0.513
H: 4.35113 12.80234 8.90853  0.608
H: 5.94995 13.17109 9.46924  0.090
H: 5.47769 11.53659 9.05326  0.155
H: 8.76764 9.66032 5.24401  0.301
H: 10.90474 9.35094 4.16392  0.470
H: 12.83454 10.65547 4.83776  0.489
H: 12.72555 11.92409 6.98078  0.498
H: 10.51157 13.89821 7.72659  0.359
H: 11.34250 12.82810 8.91427  0.477
O: 6.64959 15.12636 9.93121  -0.562
N: 7.64127 14.66148 9.19435  0.624
C: 8.36434 15.70883 8.68722  0.775
C: 8.03898 16.97348 9.10761  -0.018
N: 8.01805 18.04704 9.54510  -0.403
C: 9.09112 15.87538 7.46758  -0.188
N: 9.65274 15.69405 6.43540  -0.508
C: 12.55241 11.89101 11.72365  -1.129
N: 11.10462 11.71119 11.51536  -0.051
C: 10.15892 12.68823 11.62244  0.219
S: 8.42933 12.15420 11.44375  -0.226
N: 10.54322 13.90780 11.90515  -0.086
C: 9.67329 15.03017 12.07473  -0.750
H: 13.09944 11.08871 11.22135  0.333
H: 12.77744 11.86260 12.78256  0.375
H: 12.85727 12.81783 11.30410  0.446
H: 10.75003 10.77377 11.28092  0.264
H: 11.56906 14.08650 12.21466  0.309
H: 8.66648 14.76978 11.66006  0.240
H: 10.16305 15.88574 11.55962  0.311
H: 9.59320 15.36360 13.12979  0.331

Properties
HOMO energy (alpha / beta) = -14.45 / -14.44 eV
max |F| = 5.2 eV/Å
energy above the lowest of the compared OMol25 structures with the same formula, charge and spin = 0.000 eV
frontier orbital gap (alpha / beta) = 6.2 / 6.3 eV
multiplicity = 3
E = -59878.4986 eV
⟨S²⟩ = 2.212
lowest unoccupied orbital energy (alpha / beta) = -8.25 / -8.15 eV
total charge = +2



[3]
Here is C27H28N6O4S as an isolated structure at a distorted geometry from the Open Molecules 2025 dataset. Energies are from wB97M-V/def2-TZVPD.

Each line ends with the Mulliken charge.
CARTESIAN COORDINATES (ANGSTROEM)
C: -6.77224 -0.33124 -1.28582  -1.457
N: -5.75979 -1.16917 -0.62075  0.049
C: -4.61357 -0.51373 -0.11080  1.038
C: -3.90833 -1.34625 0.78857  -0.333
C: -2.77517 -0.94520 1.16023  -1.568
C: -2.43030 0.41242 0.98603  0.498
C: -3.27112 1.09247 0.23195  0.388
C: -4.37450 0.70677 -0.55435  -1.507
H: -4.99494 1.31792 -1.19457  0.429
H: -2.86372 2.17637 -0.23145  -0.029
C: -1.18343 1.28668 1.56186  -0.477
N: -0.14819 0.19767 1.55945  0.068
C: 0.24891 -0.90068 0.49779  0.050
O: -0.35153 -0.50352 -0.42935  -0.973
C: 1.19095 -1.80711 0.59371  0.597
C: 1.54109 -2.57936 -0.26045  0.317
N: 1.30382 -2.51649 -1.61241  -0.306
H: 0.44469 -1.80170 -1.76502  0.233
H: 1.69555 -2.93861 -2.39257  0.135
C: 2.48938 -3.52432 0.15087  0.220
N: 2.71317 -3.61981 1.23582  -0.430
S: 1.85438 -2.36493 2.28363  -0.026
C: 3.11518 -4.43766 -0.83425  -0.042
O: 2.82035 -4.51084 -1.91479  -0.583
N: 3.94384 -5.26213 -0.53390  -0.403
H: 4.47955 -6.12439 -0.84783  0.306
H: 4.10060 -5.56207 0.69963  0.343
C: 0.95411 0.51990 2.69441  -2.771
C: 2.08548 0.96850 2.32682  1.372
C: 2.54021 2.28094 2.16925  -0.165
C: 3.81535 2.45357 1.48380  -1.370
C: 4.12171 1.01811 1.21905  -0.270
O: 3.20029 0.26419 1.77116  -0.216
H: 5.01421 0.45790 0.92550  0.500
H: 4.35730 3.14118 1.30707  1.214
H: 1.94320 3.36394 2.40462  0.098
H: 0.47481 1.04578 3.26581  1.356
H: 1.15427 -0.55017 3.51792  0.147
C: -0.60434 2.39119 0.85345  -0.283
O: -0.53594 3.52053 1.53118  -0.790
N: -0.21654 2.07203 -0.29460  0.646
H: -0.60152 1.29042 -0.58787  0.308
C: 0.34321 3.05733 -1.22034  -1.930
C: 1.82410 2.53526 -1.45608  0.722
C: 2.78274 3.68547 -1.56113  -1.192
C: 4.35511 3.18657 -1.73816  -0.423
C: 4.59736 1.81225 -1.90235  -0.508
C: 3.64274 0.82198 -1.89489  -1.794
C: 2.22528 1.43738 -1.81609  1.316
H: 1.29577 0.65726 -1.67058  -0.409
H: 3.77148 -0.02353 -2.15134  1.374
H: 5.56354 1.67288 -2.17597  0.495
H: 5.16520 4.06133 -1.83339  0.275
H: 2.71402 4.57840 -1.20986  0.613
H: 0.53312 3.98651 -0.60206  0.485
H: -0.02198 3.31676 -2.00720  1.014
H: -1.39229 1.33241 2.50039  1.313
H: -2.28770 -1.33869 2.06276  0.373
H: -4.21132 -2.20656 1.16117  0.755
C: -6.27823 -2.40765 0.21627  -1.292
H: -5.63189 -3.26912 -0.29452  0.440
H: -6.61777 -2.32132 1.08242  0.446
H: -7.28003 -2.67033 -0.67594  0.293
H: -6.47455 0.04179 -2.14836  0.495
H: -7.19218 0.39285 -0.73910  0.506
H: -7.62303 -1.00830 -1.67447  0.323

Properties
HOMO energy = -7.58 eV
max |F| = 19.8 eV/Å
energy above the lowest of the compared OMol25 structures with the same formula, charge and spin = 29.928 eV
frontier orbital gap = 7.7 eV
E = -56392.2791 eV
lowest unoccupied orbital energy = 0.08 eV



Which of these has the highest max |F|? C27H28N6O4S